A structure of composition C6H8MgO5 at a distorted geometry, computed with ωB97M-V/def2-TZVPD.

Element x y z (Å)
Mg 1.4515 2.4207 -0.4783
O -2.0117 1.4005 -0.8913
O -0.3656 2.5103 0.1219
O 1.1390 -1.5735 -0.6944
O 1.8399 0.4121 -0.3406
O -1.5568 0.9715 1.2057
C -1.2170 1.6085 0.1208
C 2.9638 -0.3974 0.1690
C -2.9434 0.3489 -0.5634
C 0.8368 -0.3435 -0.8315
C -2.5977 0.0211 0.8964
C 2.4679 -1.8046 -0.1210
H -3.4232 0.1865 1.5932
H -2.1806 -0.9829 1.0238
H -3.9554 0.7391 -0.6986
H 2.3278 -2.4183 0.7727
H 3.8508 -0.1044 -0.3973
H -2.7560 -0.4851 -1.2469
H 3.0744 -0.1707 1.2322
H 3.0555 -2.3388 -0.8725

Properties
net charge: +2
multiplicity: 1
LUMO level: -10.3 eV
HOMO-LUMO gap: 0.29365 Ha
HOMO energy: -18.34 eV
energy relative to the best compared isomer or geometry (same formula, charge and spin): 0.0 kcal per mole
F_max: 2.57 eV/A
molar mass: 184.4 g/mol

---

An isolated molecule of CH6ClP3 at a distorted geometry, computed with ωB97M-V/def2-TZVPD.

Element x y z (Å)
Cl -1.2003 1.1592 2.1853
P 0.0623 -0.8166 0.6105
P 0.0462 -1.8742 -1.2492
P 0.0506 1.8901 -0.7086
C -0.7464 0.6554 0.4215
H -0.8692 -1.5798 1.2285
H 1.1051 -1.4800 1.3447
H 0.8816 2.6353 0.1026
H 0.4412 -1.0107 -2.2733
H 1.3389 -2.2377 -1.1959
H -1.1101 2.6590 -0.4663

Properties
net charge: 0
multiplicity: 1
LUMO level: 0.4 eV
HOMO-LUMO gap: 0.32552 Ha
HOMO energy: -8.44 eV
energy relative to the best compared isomer or geometry (same formula, charge and spin): 33.9 kcal per mole
F_max: 2.12 eV/A
molar mass: 146.4 g/mol

---

A cluster of 4 separate species, C10H20Br2O5 in total at a distorted geometry, computed with ωB97M-V/def2-TZVPD.

Element x y z (Å)
Br -1.2908 2.3153 -2.5202
Br -1.3830 6.4679 -0.0747
O 1.5694 -4.7108 -0.4583
O -0.7267 0.6504 3.2651
O 2.5540 -6.3867 0.5499
O -3.8087 0.1216 1.3644
O 3.6808 -4.9138 -0.6340
C 0.9366 -2.5156 -1.1014
C 3.4315 -3.5294 -0.8398
C 1.9503 -3.6630 -1.3267
C -2.1216 -0.6226 -0.3100
C 0.7310 2.5582 3.0850
C -0.9457 3.7276 -1.2365
C 2.6483 -5.4139 -0.0478
C 0.3803 1.1565 2.5601
C -3.3272 0.1640 0.0511
C -1.8063 5.0120 -1.3063
H 1.5595 2.8659 2.4471
H -1.2821 -0.1372 0.1877
H 0.3225 1.1527 1.4717
H 0.1007 3.9861 -1.3990
H -4.0778 -0.2766 -0.6050
H 0.8906 -1.9267 -2.0175
H 1.2033 0.4429 2.6003
H -3.1112 1.1689 -0.3116
H 1.9888 -3.9834 -2.3678
H -1.8057 -0.5822 -1.3525
H 1.1526 -2.0450 -0.1422
H -1.5664 5.5170 -2.2420
H -0.1271 -2.7469 -1.0463
H -2.8749 4.8331 -1.1876
H -1.1387 3.3398 -0.2363
H 3.9733 -3.1947 -1.7244
H 3.6224 -2.9340 0.0531
H -2.1824 -1.6984 -0.1455
H -0.1053 3.2178 2.8531
H 0.9856 2.5831 4.1446

Properties
net charge: -1
multiplicity: 2
<S²>: 0.762
LUMO level (spin up / spin down): 2.2 / 2.0 eV
HOMO-LUMO gap (spin up / spin down): 0.20627 / 0.15232 Ha
HOMO energy (spin up / spin down): -3.38 / -2.18 eV
F_max: 4.84 eV/A
molar mass: 380.1 g/mol

---

A cluster of 11 separate species, H22O11 in total, computed with ωB97M-V/def2-TZVPD.

Element x y z (Å)
O 2.6255 0.8632 -0.5734
O -0.4623 -0.0800 -0.0720
O 1.2114 0.7133 2.3603
O -1.1088 3.6696 0.6599
O -1.9298 -1.0557 2.0588
O 2.2664 -1.9342 0.6345
O 0.3852 -3.9820 0.9263
O -0.7686 2.2867 -1.7359
O -1.0883 -2.4684 -1.1364
O -3.5570 -2.2729 0.2170
O 2.0079 3.4818 -1.6642
H -1.4228 2.2894 -2.4426
H -1.4101 -0.4267 1.5326
H -0.8790 -2.8385 -2.0001
H 1.0940 3.1708 -1.5890
H -0.7647 3.6259 -0.2401
H 2.2532 -1.0112 0.3413
H 2.0994 1.5605 -0.9977
H 3.1950 -2.1842 0.5995
H -0.8932 4.5492 0.9819
H 1.2835 -3.6463 0.8101
H -2.8124 -1.9917 0.7790
H -1.2464 1.9401 -0.9637
H -2.0589 -2.4772 -1.0766
H -4.3036 -2.3296 0.8174
H 3.4736 0.8935 -1.0257
H 0.0049 0.5048 -0.6750
H -0.1047 -3.5614 0.2099
H 0.7078 0.4609 1.5759
H 2.3112 3.1530 -2.5172
H 1.7351 1.4677 2.0755
H -1.2940 -1.4366 2.6741
H -0.5495 -0.9336 -0.5447

Properties
net charge: 0
multiplicity: 1
LUMO level: -0.2 eV
HOMO-LUMO gap: 0.36231 Ha
HOMO energy: -10.08 eV
energy relative to the best compared isomer or geometry (same formula, charge and spin): 22.1 kcal per mole
F_max: 0.56 eV/A
molar mass: 198.2 g/mol

---

An isolated molecule of C20H23N3O4 at a distorted geometry, computed with ωB97M-V/def2-TZVPD.

Element x y z (Å)
O -2.7862 -3.2784 0.2021
O -0.8609 -0.5251 -3.4632
O -0.7904 1.2053 -0.0621
O -2.2523 2.3859 1.2335
N -2.5033 -0.0752 -2.0010
N -0.9239 -2.2946 -0.6494
N 0.2697 -1.7590 -0.5415
C -3.4414 -0.3774 -0.9470
C 3.7248 0.4957 -0.4355
C -2.1614 1.5325 0.1063
C 3.0804 -1.1845 1.6626
C -2.6771 2.2304 -1.1626
C 2.5065 -0.1504 -0.4249
C -1.5778 -0.8856 -2.5518
C -2.4904 1.3253 -2.3842
C 4.6396 0.3177 0.5982
C -0.0735 1.6937 1.0467
C 0.8555 -1.6537 0.6171
C -0.9540 2.8417 1.5421
C -1.4578 -2.3116 -1.9963
C -3.0071 0.2760 0.3742
C 2.1643 -0.9977 0.6305
C 5.9697 1.0049 0.5706
C -1.6726 -2.8128 0.4005
C 4.2996 -0.5341 1.6416
C 0.2104 -2.1417 1.7930
C -1.0114 -2.7122 1.6809
H 0.0219 0.9141 1.8160
H -3.8763 0.5710 0.9611
H -0.7319 3.7712 1.0011
H 5.0011 -0.6933 2.4484
H 1.7946 -0.0093 -1.2224
H -2.4123 -2.8406 -1.9751
H 5.8963 1.9728 0.0799
H -3.7278 2.4687 -0.9945
H -3.5586 -1.4512 -0.8095
H -0.7531 -2.8340 -2.6486
H 6.6865 0.4007 0.0134
H 3.9750 1.1508 -1.2577
H -2.1338 3.1639 -1.3058
H 6.3579 1.1450 1.5767
H 0.6866 -2.0417 2.7567
H -2.4122 -0.4127 0.9751
H 2.8585 -1.8564 2.4786
H -4.4115 0.0282 -1.2548
H -1.5258 1.5087 -2.8609
H -0.8975 3.0133 2.6161
H 0.9175 1.9986 0.7115
H -3.2825 1.5152 -3.1181
H -1.5517 -3.0980 2.5322

Properties
net charge: 0
multiplicity: 1
LUMO level: 0.0 eV
HOMO-LUMO gap: 0.30737 Ha
HOMO energy: -8.38 eV
energy relative to the best compared isomer or geometry (same formula, charge and spin): 76.3 kcal per mole
F_max: 1.03 eV/A
molar mass: 369.4 g/mol

---

A cluster of 12 separate species, C36H96O12 in total at a distorted geometry, computed with ωB97M-V/def2-TZVPD.

Element x y z (Å)
O -0.3647 -1.1421 -3.2768
O 4.7017 0.5737 5.3476
O -1.0576 -6.1107 3.2503
O 0.8534 1.5912 -5.6491
O -6.9314 2.8150 2.0754
O 5.6127 -0.0625 0.1313
O -3.6868 4.8282 -0.9839
O -6.2880 -0.6017 -3.9676
O -3.0848 -4.1456 3.5566
O 1.3400 5.7952 -0.7575
O 0.7196 0.3764 -0.8867
O 6.3567 -2.6402 1.8017
C -6.2178 -2.0465 -2.2041
C -4.3189 -0.3772 -2.7329
C 4.4055 -2.7498 3.4006
C -4.7329 3.0993 2.9833
C -5.7131 2.1605 2.3594
C -1.6994 3.8721 -1.6392
C 5.4462 1.3233 2.9952
C -5.3998 -1.3940 -3.2793
C -1.3900 -0.3365 0.0916
C -2.8012 -2.0736 4.2915
C 0.7714 -4.5678 3.4151
C 3.0865 1.5857 3.8005
C 0.8889 -1.0385 1.0059
C 0.2826 -5.9040 2.8091
C -0.3550 -2.3944 -3.8837
C 5.3818 -3.5073 2.4903
C 0.9928 2.9519 -3.7605
C 0.7702 -3.1759 -3.3493
C 4.6560 -4.4866 1.4449
C -3.8617 3.2326 -2.7683
C 2.1399 5.3156 0.3282
C -5.0591 -2.7176 3.1272
C 4.5539 1.4929 4.1942
C 3.6305 5.4971 0.0442
C 0.8288 2.8654 -5.2401
C 3.7074 -1.2735 -0.6799
C 4.1177 1.2365 -1.2480
C 4.2134 0.0758 -0.2483
C 1.6716 3.6994 -6.1345
C -3.1563 3.6544 -1.4587
C -0.3972 -2.3724 -5.4206
C 0.0836 0.0542 0.2799
C 1.8756 3.8409 0.4805
C 0.3508 -5.6700 1.3267
C -5.2024 1.4741 1.1318
C -3.5603 -2.8790 3.1810
H -3.2700 2.5587 -3.3880
H -1.5281 -1.2537 -0.4810
H -3.0668 -2.6373 2.2396
H -4.1248 1.3296 1.2095
H 4.6678 1.0464 -2.1696
H -4.6617 0.2420 -1.9040
H 4.2956 -1.8260 -1.4126
H 1.8637 4.6568 -5.6502
H 4.5839 2.1378 -0.8499
H 0.2104 -3.7152 3.0325
H 5.4452 -5.0450 0.9415
H 3.9773 -3.4270 4.1396
H 3.8704 6.5255 0.3144
H 6.1036 0.4723 -0.4969
H 2.8449 0.9201 2.9717
H -6.4586 -1.4050 -1.3564
H -5.6114 -3.3490 3.8231
H -0.1028 -4.6991 1.1276
H 2.4590 1.2374 4.6208
H -6.7407 3.5633 1.5051
H 0.7829 -6.8128 3.1437
H 3.7795 0.2536 0.7357
H 3.4463 -1.8408 0.2134
H -1.9234 0.3800 -0.5331
H 3.9714 -5.1507 1.9724
H 0.8852 -2.9930 -2.2809
H 4.8132 2.4266 4.6932
H 2.0310 2.8823 -3.4360
H 6.4542 1.5238 3.3583
H -7.0886 -2.5738 -2.5937
H -3.5505 -1.0392 -2.3337
H -5.8512 1.3836 3.1113
H 4.0853 -3.9371 0.6963
H -4.1970 4.1239 -3.2985
H -3.3696 2.8742 -0.7281
H 1.3819 -5.5407 0.9978
H 0.8209 3.5788 0.5640
H 4.8937 -1.8598 3.7977
H 0.9030 -4.1711 -3.7736
H 3.9924 5.2440 -0.9523
H -5.6261 0.5353 0.7751
H 2.8204 -1.1210 -1.2948
H 1.6219 -2.7228 -3.8567
H -1.3859 4.6184 -2.3693
H 0.4781 -1.0229 2.0154
H 2.1710 3.3071 -0.4228
H 0.4694 -1.9204 -5.9030
H -5.3531 -2.9676 2.1078
H -3.8264 0.2611 -3.4666
H 3.5985 -2.4303 2.7412
H 1.8442 5.8878 1.2075
H -0.8324 -0.4805 -3.7918
H 2.8714 2.6017 3.4697
H 1.3276 5.0121 -1.3126
H 0.0420 0.9549 0.8924
H -3.8900 2.4816 3.2932
H 3.1003 1.5296 -1.5069
H -3.0308 5.4993 -0.7816
H 5.9182 -1.9528 1.2949
H 1.0848 3.8885 -7.0334
H 0.5076 3.8817 -3.4636
H -1.5649 -5.2961 3.2274
H 0.7213 -1.9606 0.4494
H -2.8837 -0.9905 4.3826
H 5.9791 -4.0949 3.1874
H 0.6490 -4.3649 4.4790
H 1.7337 1.5398 -6.0285
H -5.2784 2.1335 0.2672
H 5.1989 2.0466 2.2182
H 0.5018 2.1185 -3.2579
H -5.6018 -2.7250 -1.6139
H -0.6440 -3.3489 -5.8375
H -4.2031 3.8310 2.3734
H -0.1207 -6.4455 0.7231
H 2.5275 3.4771 1.2747
H 5.6487 0.4577 5.4546
H -0.2174 3.1257 -5.4006
H 5.4283 0.3436 2.5178
H -5.7652 -0.0711 -4.5731
H 0.3332 0.0300 -1.6943
H 4.1731 4.8286 0.7126
H -1.3191 2.9595 -2.0982
H -1.2619 4.0264 -0.6529
H -4.7748 2.6641 -2.5920
H -3.1463 -2.2308 5.3134
H 1.9379 -0.7771 1.1454
H -5.4326 -1.7396 3.4310
H -1.2380 -2.9382 -3.5480
H 2.5916 3.1955 -6.4310
H -5.0550 -2.1638 -3.9697
H -1.2010 -1.6859 -5.6866
H 1.7593 -4.3332 3.0187
H -1.7150 -2.1033 4.2053
H -3.6751 -4.4080 4.2668
H -5.3179 3.6463 3.7227
H -1.8566 -0.4150 1.0735

Properties
net charge: 0
multiplicity: 1
LUMO level: 0.3 eV
HOMO-LUMO gap: 0.36140 Ha
HOMO energy: -9.57 eV
energy relative to the best compared isomer or geometry (same formula, charge and spin): 133.9 kcal per mole
F_max: 3.95 eV/A
molar mass: 721.2 g/mol

---

A structure of composition C19H26AsF12N3O8S4Ti at a distorted geometry, computed with ωB97M-V/def2-TZVPD.

Element x y z (Å)
As 4.6371 0.8583 -1.2237
Ti -0.2880 -0.1464 0.6627
S 0.8348 0.3443 2.9325
S 0.9018 -2.3342 -1.7314
S -0.5130 1.5858 4.9394
S 1.4353 -4.0831 0.6560
F -2.4042 -3.7703 -6.8445
F 7.1923 -0.0061 0.4120
F 3.8663 -3.6277 -0.4069
F 5.7955 1.3369 1.3517
F -1.1960 -5.4543 -6.0221
F -0.3532 -3.3899 -6.1756
F 5.3008 -0.7810 1.1166
F 3.0737 -5.7057 -0.5686
F 3.9131 -4.9333 1.3140
F -3.1735 1.3226 4.9017
F -2.1274 0.8609 6.7084
F -2.0542 -0.5746 5.0871
O 1.7102 -2.9227 1.4628
O -0.1886 -0.7347 2.4749
O 0.7858 -5.1627 1.3819
O 2.2458 -1.9330 -2.1396
O 1.1785 0.9374 1.5646
O -0.9097 2.9087 5.3530
O 0.4153 0.7767 5.7368
O 0.4752 -1.2127 -0.6889
N -0.2020 1.4977 3.4116
N -1.7439 0.6661 0.2644
N 0.8386 -3.6763 -0.7746
C -1.1239 -4.3108 -6.7982
C 4.9123 -0.8119 -2.1449
C -2.9985 -2.0007 -0.6526
C -3.2775 2.4919 -0.0847
C 3.1708 -4.6073 0.2319
C -5.3584 0.6764 -0.0445
C 6.1047 1.7872 -2.0937
C -1.3951 3.7155 1.0882
C -3.0253 1.1121 0.1757
C 3.0449 1.6143 -2.2568
C 5.8643 0.2815 0.5303
C -2.2105 3.5841 -0.2137
C -4.6006 2.9259 -0.2435
C -4.0964 0.1737 0.2000
C -1.4343 3.3503 -1.5348
C -2.0716 0.7338 5.3684
C -5.6564 2.0146 -0.2634
C -3.2901 -1.4874 1.8730
C -3.8201 -1.2805 0.4435
H -2.9428 -3.0816 -0.4204
H 5.9761 1.7852 -3.1820
H 6.1220 2.8048 -1.7041
H -2.7549 -0.5907 2.2068
H -2.5579 -2.2917 2.0578
H 5.8022 -1.3007 -1.7643
H -2.8317 4.4877 -0.3517
H -1.9662 3.5416 -2.4368
H -0.6533 2.9696 1.2561
H 5.1285 -0.5256 -3.1826
H -6.6715 2.3327 -0.3442
H -0.5492 4.0046 -1.5462
H -2.0857 3.7237 1.9347
H 3.1875 1.8386 -3.3204
H -6.2141 0.0030 0.0108
H -4.7790 4.0270 -0.2947
H 4.0182 -1.4357 -2.1637
H 2.2603 0.8908 -2.1184
H -3.5317 -1.8731 -1.5884
H -1.0719 2.3249 -1.5183
H 7.0791 1.3525 -1.8713
H -4.8495 -1.6735 0.3758
H -0.9226 4.7260 1.2173
H -2.0049 -1.6121 -0.8351
H -4.1049 -1.5844 2.5844
H 2.7333 2.5477 -1.7373

Properties
net charge: -2
multiplicity: 3
<S²>: 2.010
LUMO level (spin up / spin down): 4.0 / 1.1 eV
HOMO-LUMO gap (spin up / spin down): 0.24894 / 0.15390 Ha
HOMO energy (spin up / spin down): -2.75 / -3.04 eV
energy relative to the best compared isomer or geometry (same formula, charge and spin): 3.4 kcal per mole
F_max: 4.28 eV/A
molar mass: 903.5 g/mol

---

A structure of composition C8H24BaN3O15P2 at a distorted geometry, computed with ωB97M-V/def2-TZVPD.

Element x y z (Å)
Ba 3.1705 -1.9646 -3.0704
P -3.8148 -2.2875 0.4407
P 0.0224 0.7519 -3.0919
O 3.6672 -0.4328 -0.4075
O 3.2466 4.1620 2.9566
O -2.2498 -2.4572 1.0010
O -4.3747 -1.0781 1.3573
O -0.5740 1.0297 -4.5495
O 1.1991 -0.1708 -3.1679
O -4.6173 -3.6210 1.0132
O 0.3625 2.2429 -2.4962
O -1.2314 0.3144 -2.1720
O -3.9961 -2.0071 -0.9817
O 1.9914 -0.4768 0.9302
O 6.4823 -1.7650 2.7892
O 3.7362 2.5759 4.4248
O 7.1845 0.2835 2.7898
O 2.2762 -2.0407 -0.5547
N 2.6768 -0.9947 0.0064
N 6.3116 -0.5759 2.8219
N 3.1001 3.1178 3.5334
C 1.4827 2.4511 -1.6490
C 1.9331 2.3410 2.9991
C -6.0504 -3.7149 0.9612
C -4.0255 0.2588 1.1260
C -0.2302 0.2802 -5.6212
C -1.2077 -1.5726 0.6130
C -2.4957 0.9494 -2.3846
C 4.9304 -0.0268 3.0591
H -0.5409 -1.4568 1.4674
H -4.8400 0.8141 1.5912
H 2.3567 1.4039 2.6378
H -1.5798 -0.5649 0.4276
H -6.4575 -2.7045 0.9995
H -6.4587 -4.1767 1.8602
H 1.1192 2.9282 -0.7389
H -0.5162 -1.9824 -0.1232
H -2.6753 1.5662 -3.2651
H 2.3773 2.8834 -2.0972
H -3.9950 0.5864 0.0869
H 5.0793 0.7391 3.8203
H 4.3028 -0.7600 3.5656
H -3.2517 0.1699 -2.2898
H 1.2846 2.8980 2.3229
H -6.4146 -4.2914 0.1109
H -2.6485 1.5357 -1.4785
H 0.1044 1.0832 -6.2780
H -1.1194 -0.2088 -6.0191
H 1.8489 1.4465 -1.4373
H 1.3142 1.9640 3.8133
H -3.2290 0.7115 1.7166
H 0.6053 -0.4097 -5.5026
H 4.4280 0.2532 2.1332

Properties
net charge: +1
multiplicity: 1
LUMO level: -4.9 eV
HOMO-LUMO gap: 0.28102 Ha
HOMO energy: -12.51 eV
energy relative to the best compared isomer or geometry (same formula, charge and spin): 0.0 kcal per mole
F_max: 4.83 eV/A
molar mass: 601.6 g/mol

---

A cluster of 2 separate species, C3H7O2S in total at a distorted geometry, computed with ωB97M-V/def2-TZVPD.

Element x y z (Å)
S -2.4078 -0.0559 -0.8418
O 2.0056 -1.8399 0.4565
O 1.7759 0.2034 1.3906
C -0.7150 0.3990 -0.2307
C -0.3351 1.7464 -0.7647
C 2.4108 -0.7636 0.9291
H -0.0533 -0.4062 -0.5472
H 3.5423 -0.6900 0.9469
H -3.1601 -0.0288 0.2942
H -0.6585 0.3268 0.8526
H -1.1268 2.4750 -0.5861
H 0.5475 2.1644 -0.2645
H -0.0256 1.7316 -1.8122

Properties
net charge: -1
multiplicity: 1
LUMO level: 3.2 eV
HOMO-LUMO gap: 0.26940 Ha
HOMO energy: -4.11 eV
energy relative to the best compared isomer or geometry (same formula, charge and spin): 13.1 kcal per mole
F_max: 1.31 eV/A
molar mass: 107.2 g/mol